No. 1
ORCA calculation (ωB97M-V/def2-TZVPD) on a 18-piece molecular cluster, C62H155Cl8N4O17 overall at a distorted geometry.

XYZ file:
```
246
Properties=species:S:1:pos:R:3:mulliken_charge:R:1
C 18.80 12.53 11.72 -0.3099
N 18.38 12.15 10.37 0.5735
C 18.28 13.34 9.43 -0.8220
C 19.36 11.17 9.76 -0.8929
C 16.98 11.58 10.31 -1.0802
C 16.01 12.32 11.22 0.7121
O 16.09 13.71 11.06 -0.9833
H 18.13 13.28 12.13 -0.4715
H 19.81 12.96 11.57 0.4344
H 18.75 11.64 12.37 0.2381
H 18.20 13.03 8.40 0.3942
H 19.18 13.95 9.62 0.3442
H 17.36 13.82 9.84 0.2236
H 20.27 11.79 9.71 0.3672
H 19.01 10.84 8.75 0.3299
H 19.48 10.30 10.46 0.2954
H 17.05 10.55 10.62 0.4447
H 16.74 11.66 9.22 0.3300
H 16.24 11.97 12.24 -0.4916
H 14.97 11.93 11.05 0.4615
H 15.35 14.71 12.08 -0.1667
C 15.91 14.52 16.25 0.4509
N 16.96 13.49 15.90 1.3588
C 17.02 12.49 16.95 0.4265
C 16.44 12.78 14.67 -0.2103
C 18.32 13.97 15.62 1.0027
C 19.11 14.61 16.73 0.1065
O 18.57 15.86 17.18 0.2298
H 15.02 13.94 16.41 0.1840
H 15.69 15.11 15.40 -0.4503
H 16.21 15.10 17.12 -0.2313
H 17.21 12.88 17.93 -0.2988
H 17.79 11.75 16.77 -0.1955
H 16.06 11.92 17.01 0.0206
H 15.45 12.31 14.91 -0.3336
H 17.18 12.08 14.26 0.5695
H 16.41 13.58 13.87 -0.3168
H 18.23 14.56 14.71 -0.1502
H 19.02 13.12 15.30 -0.4571
H 20.10 14.73 16.33 -0.4198
H 19.08 13.91 17.64 -0.0981
H 18.56 16.43 16.34 -0.3486
C 23.37 18.45 13.76 -0.8962
N 23.20 17.04 14.14 0.4603
C 22.07 16.39 13.35 -0.8222
C 24.46 16.31 13.74 -0.6848
C 22.98 16.89 15.62 -1.1650
C 21.64 17.33 16.13 0.8823
O 21.06 18.39 15.46 -0.6554
H 24.34 18.83 14.11 0.3479
H 22.60 19.06 14.10 0.2505
H 23.40 18.41 12.66 0.4206
H 22.31 16.39 12.32 0.3143
H 21.24 17.06 13.65 0.5001
H 22.05 15.38 13.81 0.2630
H 24.81 16.66 12.77 0.3235
H 24.10 15.30 13.70 0.2086
H 25.20 16.52 14.56 0.3332
H 23.72 17.52 16.08 0.6529
H 23.12 15.86 15.92 0.1932
H 21.83 17.58 17.19 -0.4426
H 20.95 16.48 16.11 -0.0091
H 20.10 18.08 15.31 0.1666
C 14.25 18.73 11.72 -0.7155
N 15.62 18.51 12.26 0.9653
C 16.37 19.80 12.32 -0.5381
C 15.51 18.07 13.72 0.0052
C 16.31 17.53 11.44 -0.5622
C 17.46 16.80 12.05 0.4083
O 18.57 17.63 12.44 -0.6634
H 14.31 19.43 10.86 0.3914
H 13.62 19.23 12.47 0.2064
H 13.82 17.85 11.26 0.2396
H 16.68 20.10 11.32 0.3422
H 17.26 19.68 13.00 0.0206
H 15.70 20.53 12.74 0.3242
H 15.16 18.88 14.31 0.4413
H 16.52 17.79 14.08 -1.1620
H 14.85 17.22 13.72 0.0940
H 16.55 18.02 10.47 0.3538
H 15.54 16.73 11.24 0.1659
H 17.80 16.07 11.28 0.3416
H 16.96 16.20 12.89 -0.2631
H 18.59 17.64 13.43 0.0695
C 18.09 18.95 15.74 -0.6376
O 18.45 17.77 15.11 0.6736
H 17.06 18.95 16.16 -0.1259
H 18.58 19.21 16.67 -0.5744
H 18.17 19.78 15.11 0.5914
C 13.45 14.40 12.36 -0.5011
O 14.59 15.25 12.46 0.1453
H 13.68 13.40 12.76 -0.0580
H 12.67 14.85 12.97 0.1149
H 13.10 14.35 11.20 0.2475
C 22.47 11.65 13.98 -1.4948
C 21.20 12.41 14.10 0.5129
O 21.19 13.65 14.24 -0.2525
O 20.14 11.76 14.17 -0.5961
H 23.28 12.24 14.35 0.2965
H 22.74 11.58 12.91 0.3579
H 22.50 10.57 14.29 0.2012
C 21.18 9.39 17.42 -0.0025
Cl 21.93 11.02 17.50 0.0024
Cl 20.81 8.84 18.99 -0.0320
Cl 19.65 9.64 16.54 -0.0099
Cl 22.31 8.28 16.61 -0.0936
C 15.37 9.72 20.04 -0.0481
Cl 14.37 8.20 20.09 -0.0907
Cl 16.66 9.47 18.79 0.0278
Cl 14.20 10.99 19.78 0.0593
Cl 16.17 10.03 21.63 -0.0530
C 9.44 14.64 14.85 -0.2496
C 9.32 13.70 13.65 -0.5659
O 10.06 12.50 13.84 -0.1352
C 10.23 11.69 12.72 -0.4081
C 11.04 10.50 13.12 -0.6579
H 10.48 14.98 14.97 -0.4601
H 8.84 15.54 14.67 0.4578
H 9.06 14.00 15.70 0.2745
H 8.29 13.43 13.40 0.3422
H 9.70 14.12 12.66 0.3318
H 9.23 11.36 12.43 0.3354
H 10.71 12.13 11.86 0.3538
H 10.47 9.97 13.89 0.3463
H 12.07 10.80 13.51 -0.1987
H 11.25 9.84 12.21 0.3578
C 12.96 16.56 15.58 0.6031
C 13.73 17.14 16.74 0.9709
O 13.05 18.22 17.32 -0.2630
C 13.24 18.34 18.74 0.4500
C 12.73 19.75 19.10 -1.4711
H 13.52 15.70 15.13 -0.9621
H 11.96 16.21 15.84 0.5404
H 12.86 17.26 14.78 -0.2218
H 13.91 16.31 17.47 -0.1651
H 14.72 17.52 16.43 -0.5594
H 12.74 17.49 19.23 -0.0200
H 14.33 18.21 18.94 0.0627
H 13.34 20.51 18.60 0.2441
H 12.71 19.94 20.14 0.4861
H 11.70 19.88 18.86 0.3486
C 21.67 23.39 18.86 -1.1546
C 20.56 22.45 19.42 -0.3341
O 20.82 21.15 18.97 -0.2172
C 19.82 20.20 19.39 -0.4512
C 20.28 18.85 19.01 -0.6407
H 21.58 24.25 19.52 0.3636
H 22.66 22.98 19.06 0.3004
H 21.54 23.65 17.79 0.2865
H 20.53 22.41 20.53 0.3256
H 19.59 22.87 19.07 0.2679
H 19.80 20.27 20.52 0.3771
H 18.80 20.42 18.97 0.2416
H 19.56 18.05 18.85 -0.0387
H 21.09 18.51 19.64 0.5672
H 20.67 19.00 17.99 0.0676
C 14.92 9.30 15.49 -1.0170
C 13.55 9.82 15.86 -0.2830
O 13.58 11.24 16.02 0.1227
C 12.33 11.72 16.54 -0.6573
C 12.25 13.25 16.68 -0.0344
H 15.79 9.80 15.97 -0.0455
H 14.99 8.25 15.75 0.4189
H 15.00 9.47 14.41 0.3018
H 12.82 9.47 15.13 0.2544
H 13.34 9.34 16.83 0.3204
H 11.59 11.35 15.85 0.2997
H 12.28 11.27 17.57 0.2787
H 12.63 13.76 15.78 -0.5712
H 12.87 13.53 17.57 0.0702
H 11.23 13.50 16.86 0.5026
C 22.61 9.15 22.54 -1.1954
C 21.13 9.57 22.63 -0.3584
O 20.94 10.63 21.71 -0.2310
C 19.57 10.98 21.56 -0.6658
C 19.45 12.15 20.60 0.2921
H 22.82 8.70 21.58 0.2468
H 23.23 10.04 22.69 0.2884
H 22.81 8.48 23.36 0.4060
H 20.55 8.68 22.42 0.3290
H 20.96 9.94 23.64 0.3674
H 18.94 10.16 21.18 0.2840
H 19.15 11.26 22.56 0.3320
H 18.42 12.20 20.30 -0.2078
H 20.11 11.95 19.74 -0.1238
H 19.77 13.04 21.12 0.3292
C 13.10 20.86 14.93 -0.1868
C 11.61 20.79 14.61 -0.5627
O 11.47 19.78 13.58 -0.1299
C 10.10 19.50 13.47 -0.4526
C 9.94 18.27 12.56 -0.8201
H 13.22 21.29 15.94 0.3897
H 13.56 19.89 14.91 -0.2865
H 13.68 21.50 14.22 0.2400
H 11.12 20.45 15.52 0.3653
H 11.28 21.80 14.32 0.3157
H 9.75 19.39 14.47 0.4487
H 9.49 20.35 13.01 0.2426
H 10.34 17.42 13.07 -0.0459
H 10.49 18.44 11.62 0.2688
H 8.88 18.09 12.41 0.4227
C 11.72 15.70 21.95 -1.2336
C 12.43 14.35 22.13 0.2074
O 11.92 13.44 21.17 -0.2372
C 10.63 13.10 21.47 -0.2019
C 9.96 12.48 20.29 -1.1757
H 11.60 15.80 20.85 0.2689
H 10.75 15.74 22.36 0.4103
H 12.34 16.51 22.30 0.4024
H 13.46 14.41 21.96 -0.0861
H 12.16 13.94 23.13 0.2918
H 10.68 12.44 22.31 0.3533
H 10.00 13.97 21.78 0.2600
H 8.96 12.07 20.51 0.4062
H 10.56 11.79 19.75 0.1859
H 9.79 13.27 19.52 0.2287
C 16.00 16.04 20.03 -0.4702
C 16.68 14.84 20.73 -0.2826
O 15.95 14.44 21.88 -0.2318
C 16.67 14.11 23.04 0.1342
C 16.83 15.30 24.01 -1.2887
H 14.93 15.85 19.72 -0.1237
H 16.02 16.83 20.74 0.6303
H 16.62 16.25 19.14 0.0283
H 16.69 14.00 20.09 -0.3520
H 17.67 15.11 21.03 0.5361
H 16.15 13.27 23.52 0.3293
H 17.63 13.73 22.70 -0.0435
H 17.02 15.09 25.04 0.4411
H 15.90 15.87 24.07 0.2845
H 17.54 16.04 23.66 0.2817
C 25.02 13.80 18.41 -1.4883
C 23.60 14.27 18.15 0.6676
O 23.41 15.66 18.36 -0.0757
C 23.44 16.04 19.73 -0.1294
C 23.89 17.43 19.98 -1.3807
H 25.13 12.73 18.17 0.3535
H 25.75 14.30 17.78 0.3276
H 25.36 13.90 19.41 0.3977
H 23.36 14.06 17.07 -0.2322
H 22.95 13.62 18.72 0.0511
H 22.45 15.88 20.16 0.2069
H 24.13 15.37 20.25 0.4795
H 24.96 17.56 19.63 0.3039
H 24.00 17.77 21.00 0.4182
H 23.30 18.06 19.33 0.2186
```

As for the highest occupied orbital energy: -9.81 eV. The frontier orbital gap comes out at 8.4 eV. Its total charge is +1. As for the LUMO energy: -1.38 eV. Its total energy is -207738.519 eV.

---

No. 2
ORCA calculation (ωB97M-V/def2-TZVPD) on C62H46Cl5INOP3SiTi as an isolated structure.

XYZ file:
```
121
Properties=species:S:1:pos:R:3:mulliken_charge:R:1
Ti -0.02 1.09 -1.17 -2.9328
C -0.40 7.19 -0.52 -0.7963
C -1.17 6.71 0.53 -0.7679
C -1.09 5.38 0.91 -1.0590
C -0.25 4.51 0.22 0.6778
C 0.52 4.99 -0.83 -0.5328
C 0.45 6.33 -1.19 -0.7474
P 0.01 2.77 0.72 2.8145
C -1.09 2.55 2.15 0.2866
C -0.56 2.23 3.40 -1.0121
C -1.39 2.11 4.50 -0.6430
C -2.76 2.31 4.37 -0.9670
C -3.30 2.60 3.13 -1.0095
C -2.47 2.73 2.02 -0.1569
C 1.70 2.79 1.36 -1.5657
C 2.23 3.97 1.88 -0.0124
C 3.58 4.04 2.20 -1.1056
C 4.38 2.94 1.99 -1.2361
C 3.84 1.75 1.52 0.1591
C 2.48 1.63 1.20 1.8505
Si 1.55 0.06 0.63 1.3205
C 1.66 -1.10 2.16 0.3839
C 2.80 -0.87 2.94 -0.8489
C 3.19 -1.72 3.97 -1.0759
C 2.44 -2.84 4.25 -1.0230
C 1.29 -3.07 3.53 0.2937
C 0.88 -2.22 2.50 0.2567
P -0.75 -2.54 1.74 1.4846
C -0.63 -4.34 1.46 0.0048
C -1.78 -5.12 1.36 -0.3664
C -1.70 -6.47 1.05 -0.8211
C -0.47 -7.06 0.81 -0.6269
C 0.68 -6.29 0.87 -0.6693
C 0.61 -4.94 1.19 -0.7764
C -1.81 -2.48 3.24 0.3144
C -2.40 -1.25 3.55 0.3923
C -3.18 -1.11 4.69 -0.4589
C -3.39 -2.19 5.53 -0.7178
C -2.82 -3.42 5.23 -0.8366
C -2.03 -3.56 4.10 -0.4695
C 2.47 -0.88 -0.79 -0.3543
C 3.86 -0.89 -0.72 -0.0722
C 4.65 -1.52 -1.68 -1.2701
C 4.05 -2.17 -2.74 -0.7757
C 2.67 -2.16 -2.85 -0.6828
C 1.87 -1.51 -1.91 1.2300
P 0.06 -1.55 -2.03 2.0372
C -0.37 -3.02 -3.04 0.6073
C -0.12 -3.03 -4.41 -0.3679
C -0.48 -4.13 -5.18 -0.9233
C -1.11 -5.22 -4.59 -0.6849
C -1.38 -5.20 -3.23 -0.5216
C -1.01 -4.11 -2.46 -0.4747
C -0.61 -0.34 -3.28 0.7358
C -2.01 -0.46 -3.39 -0.7697
C -2.71 0.21 -4.37 -0.7042
C -2.03 1.04 -5.25 -0.5950
C -0.66 1.18 -5.16 -1.0029
C 0.06 0.49 -4.18 -0.1469
H -0.46 8.23 -0.81 0.3817
H -1.83 7.38 1.07 0.4530
H -1.68 5.04 1.75 0.4631
H 1.21 4.34 -1.36 0.6666
H 1.07 6.69 -2.01 0.4759
H 0.51 2.08 3.51 0.2801
H -0.96 1.87 5.47 0.4323
H -3.40 2.23 5.24 0.5166
H -4.37 2.75 3.02 0.4569
H -2.90 3.00 1.07 0.8662
H 1.60 4.84 1.98 0.5857
H 3.99 4.97 2.58 0.4195
H 5.45 2.99 2.15 0.5078
H 4.54 0.94 1.36 0.4965
H 3.41 0.00 2.77 0.5756
H 4.08 -1.49 4.54 0.4609
H 2.73 -3.52 5.04 0.4318
H 0.67 -3.93 3.77 0.3043
H -2.75 -4.67 1.54 0.5206
H -2.61 -7.06 0.99 0.4327
H -0.41 -8.11 0.56 0.4009
H 1.65 -6.74 0.67 0.4525
H 1.52 -4.35 1.25 0.3937
H -2.25 -0.40 2.90 -0.2375
H -3.62 -0.15 4.92 0.3787
H -4.00 -2.08 6.42 0.4089
H -2.98 -4.27 5.88 0.4226
H -1.59 -4.52 3.88 0.3550
H 4.38 -0.39 0.08 0.3019
H 5.73 -1.46 -1.58 0.4770
H 4.65 -2.68 -3.48 0.4146
H 2.21 -2.69 -3.68 0.4233
H 0.33 -2.18 -4.89 0.4661
H -0.27 -4.13 -6.24 0.4326
H -1.40 -6.07 -5.19 0.3962
H -1.89 -6.03 -2.77 0.5036
H -1.24 -4.10 -1.40 0.3737
H -2.54 -1.11 -2.69 0.3398
H -3.79 0.10 -4.44 0.4566
H -2.58 1.58 -6.01 0.4106
H -0.12 1.83 -5.84 0.4712
H 1.13 0.60 -4.13 0.1400
Cl -1.18 3.96 -3.34 -0.1036
C -2.34 3.05 -2.43 1.0221
C -1.89 2.05 -1.58 -0.4716
C -2.88 1.34 -0.92 -1.1248
Cl -2.26 0.06 0.11 0.2992
C -4.24 1.55 -1.06 0.4010
Cl -5.37 0.59 -0.18 -0.1655
C -4.65 2.56 -1.92 0.3873
Cl -6.33 2.87 -2.14 -0.1902
C -3.70 3.31 -2.61 0.2330
Cl -4.21 4.55 -3.70 -0.1955
N 3.15 3.31 -1.74 -0.3698
C 2.70 2.13 -2.32 0.3083
O 1.44 1.76 -1.87 1.2581
C 3.35 1.42 -3.23 -1.2788
I 6.65 2.36 -1.11 -0.7619
H 2.98 3.33 -0.74 -0.2278
H 4.16 3.40 -1.89 0.3018
H 4.36 1.71 -3.48 0.3269
H 2.96 0.50 -3.64 0.1735
```

As for the highest occupied orbital energy (spin up / spin down): -6.28 / -6.28 eV. The frontier orbital gap (spin up / spin down) comes out at 5.1 / 5.1 eV. As for the LUMO energy (spin up / spin down): -1.17 / -1.17 eV. The value obtained for the energy above the lowest of the compared OMol25 structures with the same formula, charge and spin is 138.5 kJ/mol. Its total energy is -198152.099 eV.

---

No. 3
ORCA calculation (ωB97M-V/def2-TZVPD) on C62H55AsBrF3IN2O2Ru as an isolated structure at a distorted geometry.

XYZ file:
```
128
Properties=species:S:1:pos:R:3:mulliken_charge:R:1
Ru -0.72 0.03 -0.47 0.9620
I -0.80 2.55 0.78 0.1032
C -2.78 1.94 1.39 -0.1913
C -3.20 2.44 2.60 -0.6977
C -4.44 2.07 3.10 -0.7254
C -5.21 1.16 2.43 -0.9694
C -4.77 0.60 1.20 1.0228
C -5.50 -0.44 0.59 -1.0227
C -5.04 -1.05 -0.55 -0.5628
C -3.93 -0.54 -1.21 -0.7321
C -3.22 0.55 -0.70 1.1394
C -3.55 1.07 0.61 1.5169
H -2.55 3.10 3.16 0.4454
H -4.78 2.47 4.05 0.3773
H -6.15 0.82 2.83 0.4087
H -6.43 -0.75 1.05 0.4101
H -5.57 -1.89 -0.97 0.4680
H -3.64 -0.93 -2.17 0.3085
C -3.04 -7.65 -0.87 -1.6174
C -3.77 -6.43 -0.29 1.9937
C -5.20 -6.37 -0.85 -1.6327
C -3.86 -6.61 1.23 -2.1658
C -3.03 -5.16 -0.68 -0.4128
C -2.56 -4.25 0.26 -0.3902
C -1.90 -3.12 -0.16 0.4852
Br -1.25 -1.91 1.21 -0.4063
C -1.63 -2.78 -1.50 0.9481
O -1.00 -1.70 -1.85 -0.4024
C -2.10 -3.73 -2.47 -0.7978
C -2.78 -4.86 -2.03 -0.6217
C -1.82 -3.50 -3.95 2.6037
C -0.29 -3.46 -4.17 -1.5237
C -2.42 -2.16 -4.41 -1.8484
C -2.40 -4.60 -4.84 -2.4895
H -3.54 -8.57 -0.54 0.4715
H -2.01 -7.67 -0.51 0.3304
H -3.03 -7.64 -1.96 0.2946
H -5.75 -7.27 -0.57 0.4602
H -5.21 -6.29 -1.93 0.3034
H -5.73 -5.51 -0.43 0.3290
H -4.39 -7.53 1.45 0.4562
H -4.40 -5.79 1.69 0.3908
H -2.86 -6.67 1.67 0.3970
H -2.69 -4.41 1.32 0.5365
H -3.14 -5.56 -2.76 0.5034
H 0.14 -2.60 -3.66 -0.0814
H -0.07 -3.37 -5.24 0.5836
H 0.17 -4.37 -3.79 0.2943
H -2.02 -1.34 -3.83 -0.0562
H -3.51 -2.18 -4.30 0.3898
H -2.18 -1.99 -5.46 0.5619
H -1.96 -5.58 -4.60 0.4406
H -2.18 -4.38 -5.88 0.4638
H -3.48 -4.66 -4.73 0.4417
C 4.70 0.18 5.63 -0.4519
C 4.87 1.20 4.71 -0.7631
C 4.09 1.24 3.56 -0.1158
C 3.15 0.25 3.31 0.3363
C 2.96 -0.74 4.27 -0.2854
C 3.73 -0.78 5.42 -0.6896
As 2.18 0.07 1.58 0.0620
C 3.40 1.22 0.60 0.8269
C 3.27 2.59 0.40 -1.1155
C 4.28 3.29 -0.25 -0.7780
C 5.41 2.63 -0.71 -1.0219
C 5.53 1.26 -0.53 -0.4480
C 4.54 0.55 0.12 1.1720
C 4.56 -0.89 0.42 0.1822
C 5.57 -1.78 0.07 -0.3645
C 5.47 -3.11 0.43 -0.9453
C 4.37 -3.57 1.14 -0.7487
C 3.36 -2.69 1.49 -0.5929
C 3.44 -1.35 1.13 0.1541
H 5.32 0.14 6.52 0.3740
H 5.62 1.97 4.88 0.4039
H 4.24 2.05 2.85 0.3641
H 2.20 -1.51 4.10 0.3713
H 3.58 -1.58 6.14 0.3954
H 2.39 3.11 0.76 0.4477
H 4.19 4.36 -0.38 0.4763
H 6.19 3.18 -1.21 0.3946
H 6.42 0.75 -0.89 0.4059
H 6.44 -1.43 -0.47 0.4260
H 6.27 -3.80 0.16 0.4357
H 4.30 -4.61 1.42 0.4648
H 2.50 -3.05 2.04 0.4291
C 4.48 -2.71 -3.76 -1.3128
N 3.19 -2.41 -3.18 0.1901
N 2.82 -1.11 -2.89 1.5001
C 1.88 -1.13 -1.87 1.3991
O 1.40 -0.07 -1.40 -0.5796
C 1.68 -2.50 -1.55 -1.2249
C 2.50 -3.24 -2.34 0.5964
C 2.68 -4.71 -2.37 -2.3203
C 3.08 -0.04 -3.78 -0.0053
C 3.25 -0.28 -5.14 -0.1828
C 3.53 0.77 -5.99 -0.7334
C 3.60 2.07 -5.51 -0.6418
C 3.37 2.31 -4.16 -1.0166
C 3.12 1.26 -3.29 0.0090
H 5.04 -1.79 -3.87 0.4611
H 4.38 -3.18 -4.75 0.3449
H 5.04 -3.39 -3.12 0.3449
H 0.97 -2.86 -0.83 -0.1416
H 1.91 -5.17 -1.76 0.3791
H 3.65 -4.99 -1.95 0.5557
H 2.62 -5.10 -3.39 0.3719
H 3.14 -1.28 -5.53 0.4340
H 3.68 0.58 -7.05 0.4234
H 3.83 2.89 -6.18 0.4392
H 3.38 3.32 -3.78 0.4979
H 2.93 1.46 -2.25 0.4604
F -1.60 6.91 -6.45 -0.2674
C -2.29 5.78 -6.71 0.9248
F -3.58 6.15 -6.83 -0.2569
F -1.89 5.35 -7.92 -0.2787
C -2.10 4.75 -5.64 0.2501
C -1.86 3.42 -5.95 -0.7640
C -1.74 2.48 -4.95 -0.4717
C -1.89 2.85 -3.61 -0.2448
C -2.04 4.22 -3.30 -0.5007
C -2.16 5.15 -4.30 -1.0046
C -2.04 1.91 -2.58 0.7387
C -2.33 1.23 -1.60 -1.5296
H -1.77 3.13 -6.99 0.4507
H -1.55 1.44 -5.20 0.5547
H -2.09 4.52 -2.26 0.4606
H -2.32 6.20 -4.07 0.3954
```

As for the highest occupied orbital energy (spin up / spin down): -6.61 / -6.34 eV. The frontier orbital gap (spin up / spin down) comes out at 6.1 / 6.0 eV. Its expectation value of S² is 1.02. Its spin multiplicity is 2. As for the LUMO energy (spin up / spin down): -0.53 / -0.35 eV. The value obtained for the energy above the lowest of the compared OMol25 structures with the same formula, charge and spin is 171.5 kJ/mol. Its total energy is -221976.374 eV.